DFT (the ωB97M-V functional and the def2-TZVPD basis) results for a cluster of 11 separate species, C39H66N2O23 in total in a non-equilibrium geometry.

Cartesian coordinates (Å):
C  6.75474  7.32754  3.07935
C  7.43259  7.35793  1.74372
O  7.32877  6.03512  1.05025
C  7.45781  5.91747  -0.33278
C  7.25695  4.49199  -0.71588
O  7.65073  6.81379  -1.24948
H  5.69845  7.13078  2.89594
H  6.92875  8.11152  3.81637
H  7.22103  6.44087  3.50887
H  7.08401  8.16455  1.09878
H  8.47632  7.55134  1.99131
H  6.39510  4.05424  -0.21219
H  8.17294  3.94444  -0.49394
H  6.88071  4.46684  -1.73857
C  -1.02393  0.08149  6.93321
C  -2.17716  -0.64857  7.65829
O  -3.33588  -0.03125  7.15992
C  -4.51283  -0.66702  7.23735
C  -5.82564  0.14788  7.07145
O  -4.69298  -1.85395  7.45814
H  -0.08609  -0.45882  6.80429
H  -0.67397  0.96900  7.46043
H  -1.35163  0.61629  6.04175
H  -2.09570  -1.71369  7.44155
H  -1.97231  -0.39515  8.69844
H  -6.30903  -0.29213  6.19920
H  -5.59471  1.18387  6.82348
H  -6.51077  0.15354  7.91918
C  -8.03569  4.65707  1.11535
C  -9.13505  5.65258  0.74961
O  -10.09163  4.90037  0.09988
C  -10.75681  5.44246  -1.01554
C  -11.92755  4.58763  -1.41171
O  -10.31757  6.32086  -1.71453
H  -8.13272  4.09626  2.04496
H  -7.20240  5.30353  1.39072
H  -7.58835  4.01274  0.35850
H  -9.51245  6.13983  1.64864
H  -8.72542  6.38849  0.05770
H  -11.67835  3.61848  -1.84384
H  -12.52769  5.12536  -2.14573
H  -12.61938  4.40731  -0.58894
C  12.18656  -0.25309  -1.45048
C  10.82714  -0.97448  -1.01652
O  10.47603  -0.59593  0.32592
C  9.32513  -1.02621  0.90061
C  8.98964  -0.37440  2.29830
O  8.48593  -1.67534  0.26002
H  12.64475  -0.70672  -2.32932
H  12.90844  -0.21750  -0.63456
H  11.92351  0.79581  -1.58726
H  10.09364  -0.74958  -1.79079
H  11.02409  -2.03929  -1.14098
H  9.54536  -0.68726  3.18227
H  8.00348  -0.71426  2.61465
H  8.92543  0.68487  2.04944
O  -3.62040  -7.87464  3.49993
C  -3.58224  -6.70210  3.04869
O  -4.61057  -6.10254  2.52510
C  -4.42283  -4.74780  2.50381
C  -2.98553  -4.64492  2.58170
O  -2.60830  -5.74586  3.23744
H  -4.60013  -4.20398  1.57595
H  -4.93376  -4.33110  3.37181
H  -2.57467  -3.83905  3.18987
H  -2.66591  -4.59108  1.54101
O  -7.30156  0.07720  -2.45694
C  -7.60848  0.55428  -3.53939
O  -8.81822  1.06550  -3.80234
C  -8.81206  1.80639  -5.03107
C  -7.29921  1.75098  -5.29696
O  -6.86872  0.66261  -4.55550
H  -9.20934  1.24981  -5.87988
H  -9.20506  2.82026  -4.95548
H  -6.84027  2.67420  -4.94321
H  -7.10194  1.64371  -6.36358
O  2.21867  -6.40431  -0.13971
C  3.34197  -6.45434  0.40727
O  4.50734  -6.81048  -0.17159
C  5.52417  -6.72561  0.79019
C  4.83448  -6.50729  2.11625
O  3.57039  -6.02615  1.66053
H  5.97229  -7.70956  0.92848
H  6.27163  -5.95360  0.60739
H  5.42954  -5.70092  2.54493
H  4.74019  -7.36064  2.78781
O  1.42468  4.65418  3.32324
C  0.42001  5.34463  3.01955
O  -0.11917  6.14608  3.98631
C  -1.41395  6.64624  3.49076
C  -1.05686  6.60047  1.97182
O  -0.11744  5.63589  1.81284
H  -2.20821  5.97847  3.82444
H  -1.73359  7.61617  3.87176
H  -0.78139  7.56142  1.53733
H  -1.97919  6.37085  1.43826
O  5.46673  -1.67641  -8.36597
C  5.43327  -1.96087  -7.13986
O  6.57838  -1.91191  -6.35665
C  6.32852  -2.39649  -5.10804
C  4.97495  -3.07523  -5.25602
O  4.40721  -2.42179  -6.38129
H  7.08972  -3.14207  -4.87828
H  6.31879  -1.73301  -4.24328
H  4.14268  -3.11116  -4.55307
H  5.21063  -4.08382  -5.59555
C  1.37865  -0.07794  -0.64178
C  0.20156  -0.36799  -1.71432
C  -1.08962  0.34155  -1.43831
C  -1.54812  0.44586  -0.04319
N  -1.91908  0.50922  1.02983
H  2.00422  -0.96761  -0.56934
H  0.94747  0.16898  0.32838
H  1.96120  0.78323  -0.96909
H  0.04693  -1.43738  -1.57074
H  0.59023  -0.06902  -2.68779
H  -1.80510  0.08206  -2.21861
H  -0.94953  1.40955  -1.60517
C  -4.28357  -6.09442  -6.43429
C  -3.62262  -5.99716  -5.07945
C  -3.01986  -7.46658  -4.70485
C  -1.83781  -8.03402  -5.37710
N  -0.88366  -8.51116  -5.81132
H  -4.94347  -6.94225  -6.61821
H  -3.58952  -6.16509  -7.27178
H  -4.82388  -5.17499  -6.65971
H  -4.28565  -5.60835  -4.30659
H  -2.82114  -5.26195  -5.15148
H  -3.83933  -8.18323  -4.75945
H  -2.68002  -7.31150  -3.68086

Results
DFT total energy ... -3365.46955 Eh
LUMO level ... 0.0 eV
SMILES ... CCOC(C)=O.CCOC(C)=O.CCOC(C)=O.CCOC(C)=O.O=C1OCCO1.O=C1OCCO1.O=C1OCCO1.O=C1OCCO1.O=C1OCCO1.CCCC#N.CCCC#N